No. 1
A 2-piece molecular cluster, C3H12N2S overall in a non-equilibrium geometry, computed with wB97M-V/def2-TZVPD.

Each line ends with the Löwdin charge.
Geometry (Å):
H  -0.032  -1.035  -1.874  -0.17
H  -3.746  -0.866  -0.465  0.09
H  -3.088  -0.923  1.170  0.08
S  -0.983  -0.086  -1.901  0.66
H  1.189  1.519  2.010  0.15
H  2.361  -1.446  1.700  0.15
N  1.816  -0.784  1.101  0.21
C  -2.959  -0.386  0.177  -0.18
C  2.320  0.519  0.632  -0.33
H  2.911  1.702  2.161  0.14
H  0.909  -0.543  1.551  0.09
H  1.777  0.901  -0.293  0.14
H  3.400  0.428  0.367  0.16
H  -1.185  -1.622  0.008  0.06
H  -0.778  0.080  0.636  0.04
N  2.119  1.488  1.568  0.20
C  -1.423  -0.541  -0.081  -0.58
H  -3.160  0.700  0.393  0.08

As for the expectation value of S²: 0.759. The gap between HOMO and LUMO (spin up / spin down) comes out at 8.91 / 3.62 eV. The total charge is +1. The LUMO energy (spin up / spin down) comes out at -3.54 / -8.66 eV. Its HOMO energy (spin up / spin down) is -12.45 / -12.28 eV. The multiplicity is 2.

No. 2
A 2-piece molecular cluster, C3H12N3 overall, computed with wB97M-V/def2-TZVPD.

Each line ends with the Löwdin charge.
Geometry (Å):
H  2.599  0.165  -0.790  0.06
H  -0.162  -2.510  0.787  0.14
H  0.913  1.682  0.048  0.04
N  1.736  1.548  0.630  -0.07
H  -0.264  -1.533  2.194  0.14
H  3.689  0.782  0.464  0.07
H  -2.867  0.024  -1.933  0.10
C  -1.963  0.381  -1.447  -0.01
N  -1.324  -0.724  -0.717  0.03
H  3.198  1.827  -0.852  0.07
C  2.854  1.041  -0.183  -0.18
H  -2.194  1.172  -0.740  0.10
H  -0.988  -1.503  -1.263  0.17
C  -1.113  -0.719  0.565  -0.15
H  -1.272  0.752  -2.200  0.10
N  -0.544  -1.700  1.238  0.20
H  -1.467  0.137  1.129  0.17
H  1.501  0.856  1.332  0.03

The gap between HOMO and LUMO comes out at 8.86 eV. The total charge is +1. The LUMO energy comes out at -3.73 eV. Its HOMO energy is -12.60 eV.

No. 3
C3H12N3O as an isolated structure in a non-equilibrium geometry, computed with wB97M-V/def2-TZVPD.

Each line ends with the Löwdin charge.
Geometry (Å):
H  0.380  -0.185  -2.593  0.10
H  -0.397  0.115  -0.306  0.04
H  0.287  -1.985  -2.520  0.10
H  -1.214  -0.981  -2.404  0.09
C  -0.156  -1.035  -2.121  -0.06
N  -1.275  1.204  2.161  0.03
O  1.405  -1.250  1.255  -0.07
H  1.412  -0.396  1.672  0.03
H  -0.180  2.211  -0.643  0.05
N  -0.483  1.459  -0.026  -0.01
N  -0.025  -0.962  -0.650  -0.10
H  -1.569  1.684  3.017  0.08
C  1.371  -1.124  -0.154  -0.29
C  -0.844  1.950  1.121  -0.48
H  -0.841  3.038  1.276  0.10
H  1.740  -2.002  -0.634  0.11
H  1.943  -0.259  -0.496  0.11
H  -0.535  -1.717  -0.208  0.14
H  -1.018  0.236  2.253  0.03

As for the expectation value of S²: 0.754. The gap between HOMO and LUMO (spin up / spin down) comes out at 3.26 / 9.47 eV. The total charge is 0. The LUMO energy (spin up / spin down) comes out at 0.68 / 0.59 eV. Its HOMO energy (spin up / spin down) is -2.58 / -8.88 eV. The multiplicity is 2.

Computed energy above the lowest of the compared OMol25 structures with the same formula, charge and spin, in the same sequence as the records: 1.569 1.298 1.684 eV.